104
Properties=species:S:1:pos:R:3:forces:R:3:lowdin_charge:R:1 method="wB97M-V/def2-TZVPD" homo_energy_ev="-10.653 / -10.647" gap_ev="8.42 / 8.19" e_above_lowest_kcal_mol=5.2 max_force_ev_per_a=0.607 multiplicity=5 charge=+1
H -1.326 -1.117 -6.000 -0.001 -0.002 -0.006 0.109
H 2.732 0.458 -1.502 -0.003 0.000 0.071 0.074
Fe 0.647 -0.291 0.169 0.163 0.085 0.324 0.858
C -0.015 -2.696 -1.844 0.063 0.034 0.028 -0.253
H 1.909 2.514 -0.420 0.016 -0.017 -0.024 0.107
C -0.378 -2.114 3.717 -0.041 -0.030 -0.012 -0.255
H 3.730 2.331 -2.713 0.008 0.002 -0.008 0.096
H -4.153 5.590 1.650 -0.002 0.003 -0.005 0.113
H -0.020 2.884 -4.051 0.006 -0.008 -0.017 0.125
H -3.783 0.825 2.952 0.000 -0.002 -0.008 0.123
N 0.244 -1.943 2.537 0.241 0.096 -0.033 0.042
C -0.585 -5.480 0.485 -0.036 -0.044 -0.021 -0.002
C -0.303 -4.244 -0.296 0.032 -0.029 0.059 -0.290
H -0.879 -4.669 -2.383 -0.015 -0.004 -0.020 0.119
I -3.268 -1.957 -0.010 -0.039 -0.136 0.174 1.002
C 4.450 0.109 -0.252 0.043 0.009 0.026 -0.151
C 0.201 -1.966 -3.101 -0.029 -0.044 -0.003 -0.180
H -0.364 0.447 -2.902 0.038 0.010 -0.023 0.096
H 7.351 1.849 -0.487 0.003 0.005 -0.008 0.109
C -4.827 2.684 3.267 0.024 -0.017 -0.022 -0.051
C 1.449 -1.388 -3.335 0.007 -0.011 -0.027 -0.039
B 0.978 -2.951 1.617 -0.090 -0.116 0.037 -0.488
H 1.072 -4.001 2.174 -0.014 -0.011 -0.027 0.115
H 6.051 3.045 -2.222 0.001 0.007 -0.007 0.107
H 1.870 3.931 -2.327 0.013 -0.010 0.006 0.110
C -0.033 0.041 3.349 0.062 0.010 0.065 -0.242
C 5.603 2.228 -1.672 -0.026 -0.003 0.006 -0.074
H -5.493 2.279 4.015 -0.006 0.006 0.006 0.114
H -1.062 -6.218 -0.156 0.001 -0.001 -0.002 0.088
C -0.590 -0.861 4.266 0.056 -0.080 -0.039 0.047
C -2.041 1.554 1.128 -0.026 -0.068 0.057 -0.119
H 2.235 -1.500 -2.597 -0.016 -0.018 0.005 0.111
C 4.300 1.833 -1.939 0.055 -0.007 0.019 -0.076
H -5.183 -1.630 -4.831 -0.003 -0.007 -0.003 0.103
H -1.396 -3.996 3.581 0.005 -0.002 -0.009 0.081
H -4.753 2.101 -2.773 -0.006 0.003 0.010 0.108
C -0.548 -1.191 -5.252 -0.031 -0.009 0.003 -0.063
H -1.474 1.709 4.905 -0.009 -0.019 -0.001 0.112
H -2.451 4.143 0.579 0.013 -0.007 0.008 0.118
C -5.017 0.314 -3.935 -0.003 -0.001 -0.008 -0.072
H 3.286 -5.023 1.804 -0.003 -0.002 -0.002 0.086
N 0.455 -0.625 2.305 -0.313 0.006 0.049 0.029
C -4.073 4.549 1.930 0.003 0.008 0.001 -0.056
H 6.342 -0.003 0.758 -0.010 -0.022 0.022 0.113
O 0.439 1.310 -1.208 0.489 0.071 -0.352 -0.294
H 5.624 -2.234 1.163 0.029 0.020 -0.022 0.115
H 3.254 -4.141 3.329 -0.002 0.002 0.005 0.086
C 0.258 4.289 3.569 0.029 0.005 -0.018 -0.078
C 3.732 -4.193 2.352 0.059 -0.012 -0.002 -0.012
C 0.690 -0.604 -5.476 0.018 0.001 -0.006 -0.076
C -4.894 -1.065 -3.956 0.015 0.009 0.021 -0.129
H 2.671 -0.283 -4.703 0.005 0.007 -0.005 0.111
H -1.223 -3.357 5.216 0.001 0.002 0.002 0.086
C -0.725 -3.461 4.254 -0.021 -0.001 0.039 -0.005
C -0.745 2.227 4.295 -0.045 0.022 -0.050 -0.036
C 0.908 3.455 -2.145 -0.017 0.038 0.006 -0.128
N 0.402 -2.182 -0.686 -0.474 -0.061 -0.072 0.023
C -4.033 -1.035 -1.704 0.033 0.122 -0.075 -0.736
H 1.852 4.091 2.143 0.001 0.006 -0.002 0.108
H -5.407 0.828 -4.802 0.005 0.009 -0.002 0.111
C 0.537 2.438 -3.229 -0.022 0.044 -0.028 -0.135
C 1.022 2.191 2.675 0.143 -0.005 -0.002 -0.050
C 6.332 1.555 -0.701 0.011 -0.005 0.007 -0.066
C 5.763 0.503 -0.002 -0.025 0.079 0.066 -0.022
H 0.165 -4.075 4.392 0.008 0.000 -0.001 0.084
C -4.920 4.019 2.895 -0.008 -0.002 0.024 -0.052
H 1.728 1.638 2.063 -0.049 -0.036 0.000 0.103
C 0.916 2.633 -0.851 -0.012 -0.056 0.075 -0.165
C -0.791 -1.882 -4.073 -0.008 0.066 0.005 -0.026
C -0.496 -3.989 -1.643 0.070 -0.054 0.056 0.021
N 0.233 -3.144 0.263 0.151 0.208 -0.054 0.032
C -0.661 3.610 4.356 -0.013 -0.014 0.004 -0.071
C -4.163 0.351 -1.692 -0.004 -0.022 -0.018 -0.163
N -1.267 0.816 0.714 -0.069 0.039 -0.214 0.193
C -3.031 2.408 1.710 0.053 -0.074 -0.050 -0.223
H 0.252 3.043 -0.088 -0.026 0.006 -0.005 0.102
C -3.121 3.744 1.329 -0.016 0.021 0.024 -0.020
H 0.328 5.367 3.620 -0.003 0.007 0.003 0.106
H 0.156 4.242 -2.088 0.000 0.001 -0.001 0.114
H -1.254 -5.275 1.322 0.000 0.005 0.002 0.080
N 2.385 -2.372 1.308 0.021 0.027 -0.018 0.040
C 1.693 -0.712 -4.521 -0.030 0.019 0.000 -0.081
C 0.084 1.503 3.441 -0.046 -0.008 0.029 -0.181
H -1.756 -2.339 -3.894 0.001 -0.018 0.000 0.079
N 2.560 -1.202 0.628 0.074 0.023 -0.129 0.041
H -5.662 4.652 3.362 -0.002 0.009 -0.006 0.114
Br -4.261 -3.619 -2.958 -0.001 -0.016 0.021 0.745
C -0.285 1.433 -2.458 -0.166 -0.036 0.246 -0.143
H 0.879 -0.080 -6.404 0.006 0.007 -0.002 0.109
C 3.731 0.781 -1.235 -0.065 -0.054 -0.187 -0.053
H -3.884 0.900 -0.803 -0.011 0.004 0.002 0.069
C 3.585 -2.909 1.607 -0.128 -0.036 0.082 -0.251
C -4.651 1.024 -2.800 0.008 -0.006 -0.001 -0.080
H -1.288 1.814 -2.233 -0.014 -0.008 -0.037 0.128
H 1.422 1.948 -3.638 -0.004 -0.006 0.008 0.098
C 4.563 -2.073 1.111 -0.036 -0.100 -0.055 0.042
H -1.038 -0.651 5.221 0.019 0.020 0.020 0.114
C 3.873 -1.027 0.486 0.042 0.108 0.043 -0.222
C -4.402 -1.739 -2.844 -0.013 -0.022 -0.063 -0.746
C 1.107 3.573 2.734 -0.034 0.024 0.021 -0.078
C -3.878 1.867 2.676 -0.061 0.038 0.025 -0.020
H 4.788 -4.410 2.499 -0.001 0.007 -0.006 0.086
H 0.329 -5.914 0.890 0.011 0.005 -0.002 0.085
H -1.316 4.158 5.021 -0.001 0.009 0.005 0.109